(1)
{
  "formula": "C5H14Br4FNO2V",
  "method": "ωB97M-V with the def2-TZVPD basis set",
  "charge": -2,
  "spin_multiplicity": 2,
  "lumo_energy_ev": [3.758, 3.758],
  "s_squared": 0.79,
  "homo_ev": [-1.409, -1.415],
  "homo_lumo_gap_ha": [0.190, 0.190],
  "largest_force_ev_per_a": 3.851,
  "species": ["Br", "Br", "Br", "Br", "V", "F", "O", "O", "N", "C", "C", "C", "C", "C", "H", "H", "H", "H", "H", "H", "H", "H", "H", "H", "H", "H", "H", "H"],
  "positions_angstrom": [[20.40, -1.32, 28.55], [23.21, -1.67, 25.67], [18.39, 1.24, 26.04], [22.19, 2.05, 27.21], [20.89, -0.06, 26.01], [21.20, 0.63, 24.09], [20.67, -5.14, 23.62], [20.06, -1.33, 25.47], [20.12, -5.07, 26.53], [19.50, -4.16, 25.50], [21.52, -4.62, 26.82], [20.35, -3.90, 24.28], [20.06, -6.55, 26.24], [19.30, -4.93, 27.81], [18.60, -4.72, 25.22], [19.69, -3.38, 23.58], [18.31, -5.28, 27.54], [20.46, -7.04, 27.12], [21.29, -3.64, 27.27], [19.34, -3.87, 28.09], [19.76, -5.63, 28.50], [21.89, -5.23, 27.65], [19.15, -3.21, 25.92], [21.19, -3.21, 24.43], [19.02, -6.72, 26.01], [22.11, -4.70, 25.92], [20.71, -6.79, 25.40], [20.95, -4.89, 22.73]]
}



(2)
{
  "formula": "C25H49Cl20N5O4P",
  "method": "ωB97M-V with the def2-TZVPD basis set",
  "charge": 1,
  "lumo_energy_ev": -3.809,
  "homo_ev": -11.449,
  "homo_lumo_gap_ha": 0.281,
  "largest_force_ev_per_a": 1.480,
  "species": ["Cl", "Cl", "Cl", "Cl", "Cl", "Cl", "Cl", "Cl", "Cl", "Cl", "Cl", "Cl", "Cl", "Cl", "Cl", "Cl", "Cl", "Cl", "Cl", "Cl", "P", "O", "O", "O", "O", "N", "N", "N", "N", "N", "C", "C", "C", "C", "C", "C", "C", "C", "C", "C", "C", "C", "C", "C", "C", "C", "C", "C", "C", "C", "C", "C", "C", "C", "C", "H", "H", "H", "H", "H", "H", "H", "H", "H", "H", "H", "H", "H", "H", "H", "H", "H", "H", "H", "H", "H", "H", "H", "H", "H", "H", "H", "H", "H", "H", "H", "H", "H", "H", "H", "H", "H", "H", "H", "H", "H", "H", "H", "H", "H", "H", "H", "H", "H"],
  "positions_angstrom": [[-0.20, 7.26, 1.96], [3.14, -7.45, 1.23], [-4.91, 10.02, -3.87], [-3.62, -4.05, 3.88], [3.91, 1.85, 4.96], [2.86, 0.21, 0.96], [-0.38, -0.06, 1.81], [3.36, -4.52, 2.96], [-4.40, -7.61, 3.94], [-1.09, -6.90, 3.74], [-4.69, -3.19, 0.79], [6.02, 3.66, 1.83], [0.24, 4.18, 0.61], [3.85, 4.45, 7.15], [5.80, -3.99, -1.74], [-6.65, 7.97, -5.96], [-1.57, -1.27, -4.97], [8.86, -4.35, -0.30], [6.50, 0.73, 0.26], [-3.36, -3.93, -3.87], [-0.67, 1.75, -1.99], [-2.79, 3.78, -4.78], [-0.38, 0.41, -1.17], [-2.61, 5.01, -2.99], [0.11, 1.46, -3.36], [-3.32, 4.25, -3.46], [-4.52, 0.56, -2.51], [-3.28, 0.20, -0.57], [-2.42, 1.34, -2.51], [-3.04, 1.64, -3.72], [0.13, 6.89, 0.26], [4.70, -5.65, 2.57], [-2.48, 2.40, -4.82], [-5.27, -4.25, 3.23], [8.44, -3.27, -1.65], [-3.08, -8.44, 4.81], [-5.26, -4.58, 1.76], [-3.08, -1.91, -5.69], [5.74, 2.19, -0.42], [5.27, 3.48, 6.69], [-1.97, -7.48, 5.18], [-4.34, -0.45, 0.12], [-4.01, -2.46, -4.64], [-4.82, 8.25, -3.94], [0.97, -1.05, 2.46], [4.51, -6.31, 1.24], [-4.27, 1.14, -3.66], [-4.64, 0.02, 1.35], [-0.52, 5.59, -0.17], [-3.38, 0.69, -1.81], [6.38, 3.45, 0.10], [7.04, -2.73, -1.53], [2.23, -0.24, 2.56], [5.21, 3.04, 5.25], [-5.00, 7.73, -5.35], [-5.73, -5.07, 3.78], [6.15, 2.56, 4.97], [-4.31, 8.21, -6.04], [4.76, -6.37, 3.38], [5.84, 2.13, -1.51], [7.46, 3.45, -0.03], [-2.80, -2.67, -6.41], [-4.96, 1.25, -4.48], [4.34, -5.58, 0.46], [9.15, -2.45, -1.64], [-4.72, -0.62, 2.22], [4.68, 2.17, -0.17], [-6.28, -4.80, 1.43], [-4.77, 1.09, 1.49], [5.04, 3.88, 4.58], [-5.82, -3.33, 3.44], [5.97, 4.32, -0.42], [-4.89, -1.26, -0.34], [-0.39, 5.46, -1.25], [5.61, -5.05, 2.56], [5.40, -6.88, 0.99], [-4.21, -1.74, -3.85], [2.99, -0.82, 3.07], [-2.93, 1.99, -5.73], [6.88, -2.27, -0.56], [2.07, 0.68, 3.12], [-0.37, 0.58, -0.19], [-0.28, 7.71, -0.34], [-2.43, 0.31, -0.03], [-2.35, -6.62, 5.71], [6.86, -1.98, -2.30], [-5.58, 7.85, -3.28], [1.21, 6.86, 0.12], [8.57, -3.83, -2.58], [-4.96, -2.73, -5.11], [-1.58, 5.58, 0.07], [-0.31, 0.87, -4.00], [-1.25, -8.00, 5.81], [1.08, -1.92, 1.82], [-4.81, 6.65, -5.36], [-3.56, -1.09, -6.22], [5.33, 2.63, 7.36], [6.15, 4.11, 6.83], [-2.73, -9.25, 4.19], [-3.51, -8.86, 5.72], [0.66, -1.39, 3.45], [-1.41, 2.26, -4.89], [-3.84, 7.97, -3.57], [-4.63, -5.43, 1.54]]
}



(3)
{
  "formula": "C21H48N3NbO5P2",
  "method": "ωB97M-V with the def2-TZVPD basis set",
  "lumo_energy_ev": -1.466,
  "homo_ev": -5.777,
  "homo_lumo_gap_ha": 0.158,
  "largest_force_ev_per_a": 8.425,
  "species": ["Nb", "P", "P", "O", "O", "O", "O", "O", "N", "N", "N", "C", "C", "C", "C", "C", "C", "C", "C", "C", "C", "C", "C", "C", "C", "C", "C", "C", "C", "C", "C", "C", "H", "H", "H", "H", "H", "H", "H", "H", "H", "H", "H", "H", "H", "H", "H", "H", "H", "H", "H", "H", "H", "H", "H", "H", "H", "H", "H", "H", "H", "H", "H", "H", "H", "H", "H", "H", "H", "H", "H", "H", "H", "H", "H", "H", "H", "H", "H", "H"],
  "positions_angstrom": [[0.77, -1.62, 1.43], [-1.09, -0.38, 2.72], [0.66, -3.52, 3.16], [0.44, 1.34, 0.74], [6.32, -0.13, 4.33], [-0.94, -4.27, 3.14], [-0.56, 0.69, 3.75], [7.01, 0.83, 2.16], [-5.81, 0.59, -5.71], [-2.18, -1.78, 0.12], [-5.47, 0.96, -3.60], [-0.92, -2.62, 0.20], [-6.06, -0.28, -3.69], [0.81, -2.84, 4.96], [-2.67, -1.60, -1.31], [-5.66, 2.15, -7.67], [7.17, 0.80, 5.11], [-6.27, -0.52, -5.02], [4.51, 1.13, 2.72], [0.77, 0.11, -0.05], [3.09, -2.10, -0.91], [-5.05, 1.64, -2.38], [-5.83, 0.72, -7.18], [3.68, -0.08, 1.91], [0.48, 4.48, -0.11], [8.72, 0.20, 5.05], [6.03, 0.62, 3.06], [2.23, -2.88, 0.24], [2.41, -0.68, 2.75], [-0.35, 3.26, -0.86], [-0.74, 2.02, 0.18], [-5.33, 1.48, -4.83], [0.51, -3.75, 5.67], [-4.70, 2.56, -7.36], [-3.71, -1.03, -1.28], [0.11, 4.62, 1.00], [-0.02, -2.01, 5.10], [-0.89, -5.04, 2.50], [3.42, 0.38, 0.86], [-5.72, 2.18, -8.76], [-6.24, -0.85, -2.79], [3.59, -2.94, -1.59], [4.02, -1.49, -0.48], [2.92, -3.48, 1.01], [1.79, 0.34, -0.58], [-4.89, 2.44, -5.06], [1.98, 0.17, 3.42], [9.33, 0.61, 4.12], [-5.25, 1.02, -1.51], [-1.55, 1.30, -0.29], [-2.09, 0.23, 1.84], [-1.90, -0.94, -1.91], [4.55, 2.10, 2.02], [1.89, -2.49, 5.25], [2.85, -1.50, 3.50], [-1.39, 3.75, -1.18], [0.17, 2.89, -1.85], [-1.11, -3.73, 0.59], [9.28, 0.32, 6.08], [-5.61, 2.58, -2.29], [-2.98, -2.21, 0.68], [-6.45, 2.79, -7.26], [-0.49, -2.74, -0.90], [1.60, -3.72, -0.32], [0.27, 5.52, -0.65], [-6.70, -1.35, -5.57], [-0.01, -0.13, -0.89], [-2.83, -2.60, -1.89], [6.79, 0.89, 6.24], [8.61, -0.97, 4.88], [-6.79, 0.32, -7.54], [2.44, -1.45, -1.65], [-5.03, 0.09, -7.57], [3.96, 1.34, 3.74], [-3.98, 1.85, -2.44], [-1.29, 2.54, 1.10], [1.63, 4.28, -0.20], [7.09, 1.88, 4.64], [-1.84, -1.37, 3.51], [4.50, -0.93, 1.70]]
}



(4)
{
  "formula": "C14H30Br8ClF3N2O4P2S2",
  "method": "ωB97M-V with the def2-TZVPD basis set",
  "smiles": "[H]/N=C/CP(N)(C[C@@H](C)Cl)(P(O)(O)=S)S(=O)(=O)C(F)(F)F.BrCCBr.BrCCBr.BrCCBr.BrCCBr",
  "lumo_energy_ev": 0.235,
  "homo_ev": -8.768,
  "homo_lumo_gap_ha": 0.331,
  "largest_force_ev_per_a": 1.823,
  "species": ["Br", "Br", "Br", "Br", "Br", "Br", "Br", "Br", "Cl", "S", "S", "P", "P", "F", "F", "F", "O", "O", "O", "O", "N", "N", "C", "C", "C", "C", "C", "C", "C", "C", "C", "C", "C", "C", "C", "C", "H", "H", "H", "H", "H", "H", "H", "H", "H", "H", "H", "H", "H", "H", "H", "H", "H", "H", "H", "H", "H", "H", "H", "H", "H", "H", "H", "H", "H", "H"],
  "positions_angstrom": [[4.79, -0.94, 4.53], [4.20, 2.36, 3.29], [-3.43, -2.02, -1.12], [5.71, -5.05, 1.76], [-6.70, 1.82, 2.69], [7.96, -2.38, 0.57], [-7.00, -2.26, -1.99], [-5.28, 1.55, -0.69], [-1.03, -1.48, -3.89], [2.25, 0.13, -0.08], [-0.78, 2.04, -4.46], [-1.00, 2.38, -2.57], [0.54, 1.23, -1.23], [0.45, -1.10, 1.47], [1.52, 0.46, 2.48], [2.50, -1.39, 2.03], [3.33, 1.04, 0.27], [-0.94, 3.95, -2.21], [2.56, -1.10, -0.79], [-2.47, 2.04, -1.99], [1.82, 1.78, -2.15], [0.99, 4.35, 0.36], [-0.33, -0.36, -1.50], [6.03, -2.52, 0.42], [0.17, -1.37, -2.58], [4.68, 0.71, 5.55], [3.61, 1.60, 4.98], [-5.43, -2.72, -3.05], [-4.35, -3.34, -2.21], [-7.58, 1.96, 0.97], [-7.02, 1.00, -0.04], [1.06, 3.15, 0.80], [0.05, 2.15, 0.29], [1.64, -0.51, 1.59], [5.41, -3.13, 1.65], [0.39, -2.78, -2.01], [1.16, -3.30, -2.59], [5.66, -1.51, 0.28], [-7.48, 2.99, 0.65], [-3.58, -3.78, -2.85], [-6.89, 0.00, 0.37], [5.66, 1.17, 5.51], [-0.23, 1.44, 1.07], [4.45, 0.42, 6.58], [-5.10, -1.81, -3.53], [4.33, -3.01, 1.62], [3.39, 2.44, 5.64], [-0.84, 2.72, 0.03], [-7.66, 0.95, -0.92], [2.70, 1.05, 4.77], [1.63, 2.64, -2.64], [5.81, -2.70, 2.56], [1.11, -1.04, -3.03], [-0.51, 4.42, -2.94], [-8.63, 1.74, 1.15], [1.78, 2.86, 1.57], [2.20, 1.09, -2.79], [-5.78, -3.43, -3.79], [5.83, -3.11, -0.47], [1.71, 4.93, 0.81], [-2.80, 2.73, -1.39], [-4.73, -4.10, -1.52], [-0.29, -0.88, -0.54], [-0.54, -3.34, -2.05], [0.74, -2.73, -0.98], [-1.39, -0.13, -1.68]]
}



(5)
{
  "formula": "C22H23Cl2HfN2O4",
  "method": "ωB97M-V with the def2-TZVPD basis set",
  "charge": 1,
  "lumo_energy_ev": -3.913,
  "relative_energy_kj_mol": 189.2,
  "homo_ev": -10.984,
  "homo_lumo_gap_ha": 0.260,
  "largest_force_ev_per_a": 3.478,
  "species": ["Hf", "Cl", "Cl", "O", "O", "O", "O", "N", "N", "C", "C", "C", "C", "C", "C", "C", "C", "C", "C", "C", "C", "C", "C", "C", "C", "C", "C", "C", "C", "C", "C", "H", "H", "H", "H", "H", "H", "H", "H", "H", "H", "H", "H", "H", "H", "H", "H", "H", "H", "H", "H", "H", "H", "H"],
  "positions_angstrom": [[0.02, -0.29, -0.24], [4.39, -0.31, 1.76], [4.69, -5.67, 1.35], [2.11, -0.61, -0.03], [0.16, -2.10, -1.22], [0.05, -0.65, 1.62], [0.46, 0.73, 1.72], [0.84, 0.31, -2.40], [-0.70, 1.78, -0.97], [-1.87, 2.73, 3.65], [4.38, -2.98, 1.48], [-2.10, 2.44, -2.80], [1.55, -0.85, -4.35], [-1.08, 1.66, -2.26], [-0.28, 0.70, -3.05], [-0.56, 0.27, -4.34], [3.87, -4.20, 0.98], [-1.27, 2.72, -0.23], [2.60, -1.73, 0.34], [-2.27, 3.56, -0.70], [3.77, -1.80, 1.17], [-2.70, 3.40, -2.01], [0.90, -3.06, -0.87], [-2.15, -0.67, -0.32], [-1.97, 0.26, 4.11], [-1.46, 1.35, 3.16], [2.07, -3.00, -0.10], [1.74, -0.41, -3.05], [2.74, -4.21, 0.22], [0.07, 1.27, 2.98], [0.36, -0.54, -4.99], [-3.05, 0.30, 4.18], [-1.59, 3.51, 2.94], [2.30, -1.45, -4.85], [5.26, -2.98, 2.11], [-0.90, 2.81, 0.79], [-2.95, 2.78, 3.80], [-2.38, -1.55, 0.30], [2.66, -0.62, -2.51], [-1.91, 1.17, 2.17], [-1.39, 2.96, 4.60], [-2.81, 0.13, 0.05], [-1.48, 0.54, -4.83], [0.61, -4.06, -1.23], [-2.40, 2.32, -3.83], [-2.47, -0.91, -1.34], [-3.48, 4.04, -2.40], [-1.56, 0.41, 5.11], [2.34, -5.14, -0.15], [-1.67, -0.73, 3.76], [-2.71, 4.31, -0.06], [0.54, 0.69, 3.78], [0.52, 2.27, 2.96], [0.15, -0.92, -5.98]]
}



no.,electronic energy (eV)
1,-319576.778
2,-302090.014
3,-57374.999
4,-647439.214
5,-60704.166